# 1
{
  "formula": "C30H33N3RhS2",
  "method": "ωB97M-V/def2-TZVPD",
  "multiplicity": 5,
  "e_homo_ha": [-0.360, -0.391],
  "total_charge": 1,
  "s_squared": 6.0310,
  "gap_ha": [0.2944, 0.1972],
  "e_lumo_ha": [-0.0658, -0.1935],
  "symbols": ["Rh", "C", "C", "C", "C", "C", "C", "C", "N", "C", "N", "C", "C", "C", "C", "C", "C", "C", "N", "C", "C", "C", "C", "C", "C", "C", "H", "H", "H", "H", "H", "H", "H", "H", "H", "H", "H", "H", "H", "H", "H", "H", "H", "H", "H", "H", "H", "H", "S", "C", "C", "C", "C", "C", "C", "H", "H", "H", "H", "H", "C", "S", "C", "H", "H", "H", "H", "H", "H"],
  "positions_angstrom": [[-1.5347, 0.3730, 0.9877], [3.7752, -0.3941, -3.3843], [3.6459, -1.7453, -2.7330], [4.3860, -2.8353, -3.1773], [4.2806, -4.0812, -2.5764], [3.4298, -4.2507, -1.4947], [2.6909, -3.1763, -1.0225], [2.7878, -1.9380, -1.6485], [2.0627, -0.8080, -1.1671], [0.8315, -0.8145, -0.5722], [0.0153, -1.7986, -0.9878], [-1.2427, -2.2728, -0.5198], [-1.9879, -1.5991, 0.4297], [-3.1846, -2.1754, 0.8656], [-3.6296, -3.3745, 0.3406], [-2.8767, -4.0113, -0.6408], [-1.6797, -3.4815, -1.0907], [-0.8722, -4.1858, -2.1549], [0.4913, 0.1264, 0.2850], [1.5629, 0.9010, 0.8548], [2.6136, 0.2431, 1.4961], [3.6639, 0.9419, 2.0645], [3.6724, 2.3286, 1.9992], [2.6207, 2.9810, 1.3787], [1.5504, 2.2903, 0.8058], [0.4276, 3.0626, 0.1699], [4.3611, -0.4604, -4.2993], [4.2815, 0.3233, -2.7305], [2.7976, 0.0226, -3.6340], [5.0521, -2.7010, -4.0219], [4.8649, -4.9129, -2.9479], [3.3513, -5.2114, -1.0030], [2.0466, -3.3003, -0.1608], [2.5819, 0.0500, -1.0654], [0.4232, -2.3599, -1.7187], [-3.7838, -1.6783, 1.6221], [-4.5561, -3.8158, 0.6839], [-3.2264, -4.9438, -1.0681], [-1.4180, -5.0446, -2.5408], [0.0841, -4.5539, -1.7713], [-0.6590, -3.5350, -3.0099], [2.6048, -0.8407, 1.5412], [4.4658, 0.4068, 2.5564], [4.4880, 2.8947, 2.4294], [2.6196, 4.0637, 1.3301], [0.5702, 4.1322, 0.3181], [-0.5339, 2.8067, 0.6127], [0.3496, 2.8693, -0.9025], [-3.4944, 1.5940, 0.9397], [-3.8426, 3.0469, 0.1041], [-2.9711, 3.6086, -0.8493], [-3.3345, 4.7641, -1.5087], [-4.5566, 5.3738, -1.2262], [-5.4263, 4.8230, -0.2894], [-5.0823, 3.6624, 0.3718], [-2.0349, 3.1197, -1.0680], [-2.6726, 5.1947, -2.2484], [-4.8358, 6.2810, -1.7463], [-6.3743, 5.3006, -0.0819], [-5.7520, 3.2167, 1.0949], [0.3021, -0.0416, 3.9115], [-1.4399, -0.1233, 3.4798], [-2.0707, 1.2464, 4.4605], [0.4375, -0.3744, 4.9392], [0.6847, 0.9694, 3.7825], [0.8296, -0.7138, 3.2416], [-1.5569, 2.1717, 4.2067], [-1.9420, 1.0194, 5.5170], [-3.1325, 1.3440, 4.2418]],
  "forces_ev_per_angstrom": [[0.5, -0.6, -0.1], [0.0, 0.0, 0.0], [0.0, 0.0, -0.1], [0.0, 0.0, 0.0], [0.0, 0.0, 0.0], [0.0, 0.0, 0.0], [0.0, 0.0, 0.0], [-0.1, 0.2, 0.0], [0.0, -0.1, 0.0], [0.0, -0.1, -0.2], [-0.2, 0.1, 0.0], [0.3, 0.0, -0.1], [-0.3, 0.3, 0.1], [0.0, -0.1, 0.0], [0.0, 0.0, 0.0], [0.0, 0.0, -0.1], [0.1, -0.1, 0.0], [-0.1, 0.0, 0.0], [0.1, 0.4, 0.4], [-0.2, -0.3, -0.1], [0.1, -0.1, 0.1], [-0.1, 0.0, 0.0], [-0.1, 0.0, 0.0], [0.0, 0.0, 0.0], [0.0, 0.4, 0.0], [0.1, 0.0, -0.1], [0.0, 0.0, 0.0], [0.0, 0.0, 0.0], [0.0, 0.0, 0.0], [0.0, 0.0, 0.0], [0.0, 0.0, 0.0], [0.0, 0.0, 0.0], [0.0, 0.0, 0.0], [0.0, 0.0, 0.0], [0.0, 0.0, -0.1], [0.0, 0.0, 0.0], [0.0, 0.0, 0.0], [0.0, 0.0, 0.0], [0.0, 0.0, 0.0], [0.0, 0.0, 0.0], [0.0, 0.0, 0.0], [0.0, 0.0, 0.0], [0.0, 0.0, 0.0], [0.0, 0.0, 0.0], [0.0, 0.0, 0.0], [0.0, 0.0, -0.1], [-0.1, -0.1, 0.1], [0.0, 0.0, 0.0], [-0.3, 0.1, 0.1], [0.1, 0.1, -0.1], [-0.1, 0.0, 0.1], [0.0, 0.0, 0.0], [0.0, 0.0, 0.0], [0.0, 0.0, 0.0], [0.1, 0.1, -0.1], [0.1, -0.1, 0.0], [0.0, 0.0, 0.0], [0.0, 0.0, 0.0], [0.0, 0.0, 0.0], [0.0, 0.0, 0.0], [0.0, 0.0, 0.1], [0.0, 0.1, -0.1], [0.0, 0.1, 0.0], [0.0, 0.0, 0.0], [0.0, 0.0, 0.0], [0.0, 0.0, 0.0], [0.0, 0.0, 0.0], [0.0, 0.0, 0.0], [0.0, 0.0, 0.0]]
}

---

# 2
{
  "formula": "C3H8BrO5SV",
  "method": "ωB97M-V/def2-TZVPD",
  "multiplicity": 1,
  "e_homo_ha": -0.319,
  "gap_ha": 0.1882,
  "e_lumo_ha": -0.1313,
  "symbols": ["O", "V", "O", "Br", "O", "S", "O", "O", "C", "C", "C", "H", "H", "H", "H", "H", "H", "H", "H"],
  "positions_angstrom": [[1.6737, -7.0122, 1.0217], [1.2560, -5.5353, 0.6416], [0.2277, -5.5065, -0.5429], [-0.9824, -4.6040, 3.7380], [1.1643, -1.0613, 0.2301], [0.9214, 0.3756, 0.2883], [2.0386, 1.3239, 0.4384], [-0.0443, 0.8326, -1.0105], [0.0477, 2.2112, -1.3608], [-1.2070, 2.6748, -1.9845], [-0.2295, 0.6238, 1.6565], [0.9720, 2.3814, -1.9129], [0.2318, 2.7714, -0.4441], [-1.1414, 3.7427, -2.1929], [-2.0683, 2.6569, -1.3168], [-1.3967, 2.2521, -2.9712], [0.2114, 0.3136, 2.6038], [-1.0457, -0.0783, 1.4861], [-0.6291, 1.6376, 1.6321]],
  "forces_ev_per_angstrom": [[-0.6, 1.5, -0.9], [-1.5, -0.5, 1.4], [1.0, -0.5, 0.8], [1.0, -0.3, -1.3], [-0.3, 1.9, -0.6], [0.5, 0.5, 0.5], [-1.9, -1.7, -0.7], [1.3, -1.7, 1.6], [1.1, 0.7, 1.1], [-0.7, 1.1, -0.9], [-0.4, -0.5, -0.7], [-0.3, -0.1, -0.5], [-0.2, 0.2, 0.2], [0.5, 0.2, 0.0], [0.0, -0.7, -0.1], [-0.2, -0.4, 0.3], [0.4, 0.4, -0.2], [0.0, 0.0, -0.2], [0.3, 0.0, 0.2]]
}

---

# 3
{
  "formula": "C2H3N3OS",
  "method": "ωB97M-V/def2-TZVPD",
  "multiplicity": 3,
  "e_homo_ha": [-0.271, -0.378],
  "s_squared": 2.0226,
  "gap_ha": [0.2915, 0.2246],
  "e_lumo_ha": [0.0203, -0.1533],
  "symbols": ["C", "C", "N", "N", "N", "O", "S", "H", "H", "H"],
  "positions_angstrom": [[-2.0492, 1.3462, -3.1042], [-0.0621, 0.0672, -0.0478], [-1.0860, 1.4586, -3.7217], [-1.1133, 0.0790, -0.9533], [-2.0788, 0.6693, -0.5816], [-2.3780, 1.1584, 0.4766], [-3.3091, 1.1878, -1.9513], [-0.2944, 0.4650, 0.9402], [0.3299, -1.0187, 0.0761], [0.7152, 0.6286, -0.6273]],
  "forces_ev_per_angstrom": [[-2.5, -0.4, 2.6], [3.4, -1.9, 0.7], [1.1, 0.3, -1.3], [1.1, -1.7, -1.7], [-0.3, -0.9, 1.3], [-0.8, 1.5, 2.3], [-1.5, 1.4, -4.4], [0.2, 0.2, -0.2], [-0.6, 1.8, -0.3], [-0.1, -0.4, 1.1]]
}

---

# 4
{
  "formula": "C54H58ClCsN3O6P3S4",
  "method": "ωB97M-V/def2-TZVPD",
  "multiplicity": 1,
  "e_homo_ha": -0.106,
  "total_charge": -2,
  "gap_ha": 0.2323,
  "e_lumo_ha": 0.1258,
  "symbols": ["Cs", "Cl", "C", "C", "C", "C", "C", "C", "P", "C", "C", "C", "C", "C", "C", "C", "C", "C", "C", "C", "C", "H", "H", "H", "H", "H", "H", "H", "H", "H", "H", "H", "H", "H", "H", "O", "C", "C", "C", "C", "C", "C", "C", "O", "N", "N", "C", "S", "C", "C", "S", "H", "H", "H", "H", "H", "H", "H", "H", "H", "N", "C", "C", "C", "C", "C", "C", "H", "H", "H", "H", "H", "H", "H", "C", "C", "C", "C", "O", "P", "O", "O", "O", "C", "C", "C", "C", "H", "H", "H", "H", "H", "H", "H", "H", "H", "H", "H", "H", "H", "H", "H", "H", "H", "H", "S", "P", "S", "C", "C", "C", "C", "C", "C", "C", "C", "C", "C", "C", "C", "H", "H", "H", "H", "H", "H", "H", "H", "H", "H"],
  "positions_angstrom": [[0.5754, 0.9747, 0.2148], [0.7357, -1.9928, -1.2516], [1.1343, -2.1965, -2.9093], [1.9768, -3.2052, -3.3373], [2.1923, -3.3623, -4.6977], [1.5618, -2.5262, -5.6050], [0.7493, -1.4964, -5.1605], [0.5323, -1.3073, -3.8006], [-0.3740, 0.0862, -2.9836], [-0.6721, 1.0233, -4.5244], [0.4360, 1.6813, -5.0543], [0.3336, 2.4090, -6.2250], [-0.8895, 2.5006, -6.8732], [-1.9988, 1.8662, -6.3436], [-1.8942, 1.1286, -5.1757], [-1.9702, -0.7967, -2.7720], [-3.0304, -0.0773, -2.2296], [-4.2283, -0.6875, -1.9161], [-4.4004, -2.0389, -2.1683], [-3.3676, -2.7611, -2.7407], [-2.1586, -2.1532, -3.0323], [2.4597, -3.8490, -2.6203], [2.8501, -4.1430, -5.0503], [1.7044, -2.6721, -6.6674], [0.2738, -0.8381, -5.8771], [1.3823, 1.6102, -4.5331], [1.2021, 2.9090, -6.6339], [-0.9776, 3.0769, -7.7846], [-2.9550, 1.9427, -6.8473], [-2.7639, 0.6335, -4.7681], [-2.8838, 0.9764, -2.0671], [-5.0265, -0.1107, -1.4676], [-5.3302, -2.5278, -1.9130], [-3.5006, -3.8135, -2.9590], [-1.3655, -2.7458, -3.4637], [-0.0978, 2.0847, 6.4973], [-0.3539, 3.0642, 5.6132], [-0.5009, 4.3636, 6.1006], [-0.7505, 5.4202, 5.2451], [-0.8485, 5.1989, 3.8817], [-0.7137, 3.9141, 3.3903], [-0.4845, 2.8347, 4.2340], [-0.3957, 1.4743, 3.6207], [-0.8001, 1.2794, 2.4595], [0.1398, 0.5689, 4.4410], [0.3161, -0.6745, 3.9168], [0.9004, -1.5282, 4.6265], [1.4872, -1.2132, 6.3198], [2.5327, -2.7085, 6.3599], [1.8018, -3.8086, 5.6246], [1.2597, -3.1330, 4.0173], [0.0831, 1.2639, 5.9470], [-0.4000, 4.5167, 7.1650], [-0.8690, 6.4197, 5.6454], [-1.0246, 6.0201, 3.2022], [-0.7678, 3.7191, 2.3307], [2.7026, -2.9573, 7.4080], [3.4829, -2.4703, 5.8781], [0.9170, -4.1376, 6.1743], [2.4490, -4.6626, 5.4228], [-1.7671, -1.2902, 1.6160], [-2.9653, -1.9142, 1.4919], [-4.1628, -1.1885, 1.4273], [-5.3679, -1.8351, 1.2510], [-5.4234, -3.2158, 1.1267], [-4.2463, -3.9456, 1.1894], [-3.0366, -3.3095, 1.3698], [-1.7338, -0.3309, 1.9515], [-0.9839, -1.8409, 1.9374], [-4.1190, -0.1118, 1.5257], [-6.2847, -1.2588, 1.2109], [-6.3723, -3.7191, 0.9893], [-4.2753, -5.0247, 1.0996], [-2.1198, -3.8801, 1.4219], [-3.7919, 5.1445, 0.3265], [-3.3007, 3.9925, -0.5604], [-3.1300, 2.7460, 0.2965], [-4.3026, 3.7120, -1.6878], [-2.0933, 4.4415, -1.1488], [-0.7746, 3.4927, -1.3780], [-0.0299, 3.2625, -0.1211], [-1.1464, 2.2883, -2.2044], [0.1350, 4.5359, -2.2037], [-0.1916, 5.3750, -3.2919], [-0.6061, 6.7429, -2.7376], [1.0916, 5.4847, -4.1251], [-1.3116, 4.7947, -4.1507], [-4.7512, 4.8937, 0.7751], [-3.8924, 6.0548, -0.2618], [-3.0631, 5.3175, 1.1143], [-4.0840, 2.4856, 0.7562], [-2.3924, 2.9162, 1.0735], [-2.7857, 1.9175, -0.3097], [-5.2396, 3.3345, -1.2828], [-3.8814, 2.9711, -2.3629], [-4.4999, 4.6193, -2.2580], [0.1963, 7.1695, -2.1412], [-1.4663, 6.5995, -2.0916], [-0.8632, 7.4295, -3.5414], [1.9173, 5.8095, -3.4964], [0.9613, 6.1900, -4.9433], [1.3342, 4.5054, -4.5301], [-2.2494, 4.8333, -3.6059], [-1.0875, 3.7572, -4.3694], [-1.4083, 5.3482, -5.0844], [6.4228, -4.2683, -0.8125], [5.1595, -3.6464, 0.5672], [3.9641, -2.1272, 0.1986], [4.2159, -5.1170, 1.1454], [2.8326, -5.1126, 1.2210], [2.1631, -6.2453, 1.6537], [2.8729, -7.3810, 2.0059], [4.2567, -7.3904, 1.9085], [4.9268, -6.2638, 1.4756], [6.0688, -3.2531, 2.1188], [5.5207, -3.4364, 3.3813], [6.2430, -3.0712, 4.5037], [7.4970, -2.4973, 4.3714], [8.0303, -2.2844, 3.1120], [7.3166, -2.6636, 1.9914], [2.2903, -4.2151, 0.9547], [1.0854, -6.2332, 1.7247], [2.3513, -8.2651, 2.3530], [4.8132, -8.2805, 2.1764], [6.0051, -6.2568, 1.3770], [4.5333, -3.8661, 3.4818], [5.8330, -3.2328, 5.4925], [8.0571, -2.2084, 5.2519], [9.0031, -1.8229, 3.0061], [7.7199, -2.5259, 0.9958]],
  "forces_ev_per_angstrom": [[1.4, -2.6, 0.3], [0.2, -0.8, 0.6], [0.0, 0.1, -0.7], [0.0, -0.1, 0.2], [-0.1, 0.0, 0.0], [0.0, 0.0, -0.1], [0.0, 0.0, 0.0], [0.1, 0.1, 0.3], [0.3, -0.7, -1.1], [0.0, 0.1, 0.0], [-0.1, 0.0, 0.0], [0.0, 0.0, -0.1], [0.1, 0.1, -0.2], [-0.1, 0.0, -0.1], [0.1, -0.1, 0.1], [-0.1, 0.0, 0.1], [0.1, 0.1, 0.0], [-0.2, -0.1, -0.1], [-0.1, 0.0, 0.0], [-0.1, -0.1, 0.0], [0.0, 0.1, 0.0], [0.1, -0.1, 0.1], [0.1, -0.1, 0.0], [0.1, 0.0, -0.1], [0.0, 0.0, 0.0], [0.1, 0.0, 0.0], [0.0, 0.0, 0.0], [0.0, 0.0, -0.1], [0.0, 0.0, 0.0], [-0.1, 0.0, 0.0], [0.0, 0.1, 0.1], [0.0, 0.0, 0.0], [0.0, 0.0, 0.0], [0.0, 0.0, 0.0], [0.0, 0.0, 0.0], [0.0, 0.2, 0.1], [0.0, 0.0, 0.1], [0.0, 0.0, 0.1], [0.0, -0.1, 0.1], [0.0, 0.1, -0.2], [0.0, 0.0, 0.1], [0.0, 0.0, -0.1], [0.1, -0.5, 0.6], [-0.6, 0.3, 0.2], [0.2, 0.3, 0.6], [-0.3, -0.2, -0.8], [0.3, 0.3, 1.0], [-0.1, -0.3, -0.5], [-0.1, 0.4, 0.0], [-0.3, 0.0, -0.3], [0.3, -0.4, 0.0], [0.0, 0.0, -0.2], [0.0, 0.0, 0.1], [0.0, 0.0, 0.0], [0.0, 0.1, -0.1], [0.0, 0.0, -0.2], [0.0, 0.0, 0.0], [0.0, -0.1, 0.0], [0.1, 0.0, 0.1], [0.0, 0.0, -0.1], [0.4, 0.3, -0.1], [-0.4, -0.3, -0.2], [0.1, 0.1, 0.1], [-0.1, -0.1, 0.0], [-0.3, -0.1, 0.0], [0.0, 0.0, 0.0], [0.1, 0.0, 0.0], [0.1, -0.1, 0.1], [-0.1, 0.1, 0.1], [0.0, 0.1, 0.0], [0.0, 0.1, 0.0], [0.0, 0.0, 0.0], [0.0, 0.0, 0.0], [0.1, -0.1, 0.0], [0.2, -0.3, -0.3], [-1.0, 0.0, 0.3], [0.1, 0.2, 0.0], [0.3, 0.1, 0.1], [0.9, -0.2, -0.1], [-0.6, 0.9, -1.0], [-0.6, 2.3, 0.1], [-0.3, 1.2, 0.7], [0.1, -0.4, 0.5], [-0.2, 0.6, -0.7], [0.1, -0.3, 0.0], [-0.3, -0.1, 0.3], [0.1, 0.0, 0.2], [-0.1, 0.0, 0.0], [0.0, 0.1, -0.1], [0.0, 0.0, 0.1], [0.0, 0.0, 0.0], [0.0, -0.1, 0.2], [0.0, -0.3, 0.0], [-0.1, 0.0, 0.0], [0.0, -0.1, -0.1], [0.0, 0.1, 0.0], [0.2, 0.1, 0.0], [-0.1, 0.1, 0.1], [0.0, 0.1, -0.1], [0.1, 0.1, 0.1], [0.0, 0.1, -0.1], [0.0, -0.1, -0.1], [-0.2, 0.0, 0.0], [-0.1, -0.1, -0.1], [0.0, 0.1, 0.0], [0.3, -0.1, -0.2], [-0.2, 0.0, 0.3], [-0.2, 0.1, 0.0], [0.0, 0.3, -0.3], [0.1, 0.1, 0.1], [-0.1, -0.1, 0.1], [-0.1, -0.1, 0.0], [0.1, -0.2, 0.1], [0.0, 0.0, 0.0], [0.0, 0.1, -0.4], [0.0, -0.1, -0.1], [0.0, 0.0, 0.2], [0.1, 0.1, 0.2], [0.1, 0.1, 0.0], [0.1, 0.0, -0.1], [0.0, 0.1, 0.0], [-0.1, 0.0, 0.0], [0.0, 0.0, 0.0], [0.0, 0.0, 0.0], [0.0, 0.0, 0.0], [-0.1, 0.0, 0.0], [-0.1, 0.0, 0.1], [0.0, 0.0, 0.0], [0.1, 0.0, 0.0], [0.0, 0.0, 0.0]]
}

---

Values of F_max, in order: 0.81, 2.69, 4.87, 3.01, all in eV/A.
Values of energy relative to the best compared isomer or geometry (same formula, charge and spin), in order: 41.0, 315.8, 287.1, 194.7, all in kJ/mol.
Values of DFT total energy, in order: -60788.0432, -120039.2713, -19467.9092, -157982.8335, all in eV.